ORCA calculation (ωB97M-V/def2-TZVPD) on 2 unconnected molecules or ions with the total composition C3H9Cl3N3O2P2S at a distorted geometry.

Its HOMO energy is -5.1 eV. The calculated total energy is -2895.96765 a.u. The LUMO energy is 2.1752 eV. As for the net charge: -1. The calculation puts the gap between HOMO and LUMO at 7.228 eV.

XYZ file:
```
23
Properties=species:S:1:pos:R:3:forces:R:3:mulliken_charge:R:1
N -1.36692 -2.86389 1.57715 -0.064 0.254 0.013 -0.8333
P -1.67880 -1.61368 0.69247 0.814 -1.114 1.028 0.4623
N -0.30635 -0.76490 0.16705 -0.926 0.261 -0.435 -0.0673
C -0.30472 -0.39254 -1.28261 0.685 0.776 0.441 0.4845
N -1.24321 0.62518 -1.67122 0.167 0.272 0.222 -0.5692
P 1.37284 0.34162 -1.68123 -0.148 -0.569 -1.082 0.1638
S 2.04850 0.10135 -3.48752 0.119 0.155 0.018 -0.4343
C -0.48862 -1.67393 -2.15161 -0.799 -0.626 -0.826 0.3382
O 0.41236 -2.50998 -2.06844 0.373 0.034 0.385 -0.6651
O -1.55574 -1.70322 -2.80807 0.196 0.160 0.434 -0.7285
H -0.36210 -2.96625 1.64307 0.059 -0.327 0.035 0.2568
H -2.41785 -0.68912 1.47359 -0.258 0.262 -0.506 0.0200
H -2.45295 -1.91211 -0.43711 -0.061 0.468 -0.111 0.0700
H -0.19987 0.04423 0.78160 -0.091 -0.508 -0.444 -0.0302
H -2.16936 0.23889 -1.79353 -0.015 -0.135 -0.262 0.3025
H -1.22793 1.40623 -1.02906 -0.211 0.065 0.061 0.2478
H 2.25944 -0.08691 -0.68137 -0.150 0.077 0.219 0.0626
H 1.16374 1.71246 -1.43868 0.004 -0.033 0.477 0.0203
C 1.62162 2.59398 2.89789 0.031 -0.048 -0.049 -0.0444
Cl 2.70933 3.82999 2.26662 -0.016 0.021 0.001 -0.1266
Cl 0.90008 1.66575 1.57701 0.328 0.546 0.353 -0.0957
Cl 2.46218 1.52843 4.01955 -0.010 -0.002 0.020 -0.1233
H 0.82433 3.08845 3.43444 -0.028 0.013 0.009 0.2893
```
Forces are in eV/Å.